Entry 1:
Below is a 7-piece molecular cluster, H12NO9 overall in a non-equilibrium geometry, with properties calculated with ωB97M-V with the def2-TZVPD basis set.

Values from the calculation:
Kohn-Sham gap: 9.859 eV
ΔE to the lowest compared entry with this formula, charge and spin: 41.6 kcal per mole
E: -739.0484 Eh
Net charge: -1

Each line ends with the Mulliken charge.
Geometry (Å):
N1 -14.138 -6.619 -45.060  1.10
O1 -15.226 -6.675 -45.737  -0.78
O2 -13.893 -5.544 -44.404  -0.78
O3 -13.678 -7.690 -44.517  -0.72
O4 -11.885 -6.816 -42.170  -0.60
H1 -12.442 -6.198 -41.713  0.31
H2 -12.619 -7.192 -42.629  0.30
O5 -16.850 -8.932 -45.090  -0.66
H3 -16.546 -9.350 -44.366  0.28
H4 -16.142 -8.288 -45.243  0.40
O6 -12.494 -3.255 -43.562  -0.65
H5 -12.973 -4.004 -43.961  0.47
H6 -11.608 -3.483 -43.408  0.29
O7 -12.497 -9.674 -46.062  -0.67
H7 -12.652 -8.782 -45.620  0.40
H8 -13.114 -10.100 -46.613  0.28
O8 -16.375 -4.578 -43.704  -0.68
H9 -15.558 -4.982 -44.045  0.41
H10 -17.134 -5.099 -43.626  0.29
O9 -14.207 -6.988 -48.342  -0.66
H11 -14.699 -7.440 -49.084  0.29
H12 -14.758 -7.128 -47.482  0.40

Entry 2:
Below is H12Na6O10S as an isolated structure in a non-equilibrium geometry, with properties calculated with ωB97M-V with the def2-TZVPD basis set.

Values from the calculation:
Kohn-Sham gap: 7.031 eV
ΔE to the lowest compared entry with this formula, charge and spin: 33.0 kcal per mole
E: -2130.3286 Eh
Net charge: +4

Each line ends with the Mulliken charge.
Geometry (Å):
Na1 0.369 2.911 -2.069  0.93
Na2 -1.286 -2.444 1.398  0.96
Na3 -2.832 1.653 -2.530  1.00
Na4 -1.369 4.233 0.904  0.99
Na5 0.373 1.798 2.417  0.94
Na6 -3.296 1.012 1.709  0.87
S1 -0.931 0.550 0.083  1.55
O1 0.371 0.185 0.635  -0.77
O2 -1.876 -0.485 0.445  -1.02
O3 -1.345 1.823 0.661  -1.01
O4 -0.846 0.684 -1.388  -0.75
O5 2.572 0.914 -0.641  -0.57
H1 2.696 0.088 -1.107  0.34
H2 2.050 0.681 0.126  0.31
O6 0.891 -1.481 2.488  -0.65
H3 0.537 -0.809 1.906  0.27
H4 0.319 -1.461 3.255  0.37
O7 2.766 0.570 2.572  -0.63
H5 2.531 -0.357 2.518  0.35
H6 2.710 0.778 3.505  0.34
O8 0.364 -0.708 -3.189  -0.58
H7 -0.106 -0.077 -2.644  0.26
H8 1.124 -0.225 -3.514  0.32
O9 -2.985 -1.284 -2.116  -0.57
H9 -2.114 -1.040 -2.428  0.34
H10 -2.917 -1.248 -1.162  0.35
O10 0.518 -2.405 -0.621  -0.54
H11 0.412 -1.597 -1.121  0.23
H12 1.303 -2.260 -0.093  0.35

Entry 3:
Below is H12NaO6 as an isolated structure, with properties calculated with ωB97M-V with the def2-TZVPD basis set.

Values from the calculation:
Kohn-Sham gap: 11.342 eV
ΔE to the lowest compared entry with this formula, charge and spin: 10.6 kcal per mole
E: -620.8015 Eh
Net charge: +1

Each line ends with the Mulliken charge.
Geometry (Å):
Na1 -10.928 -3.164 8.930  0.74
O1 -12.770 -3.160 6.719  -0.56
H1 -13.550 -2.627 6.537  0.30
H2 -13.124 -4.019 6.978  0.31
O2 -12.598 -4.997 9.544  -0.56
H3 -13.355 -4.908 10.132  0.28
H4 -12.088 -5.718 9.930  0.31
O3 -10.647 -0.957 7.404  -0.56
H5 -11.364 -0.494 6.960  0.29
H6 -9.971 -1.057 6.725  0.31
O4 -12.896 -1.541 9.615  -0.48
H7 -13.328 -1.876 10.408  0.27
H8 -13.153 -0.613 9.586  0.28
O5 -9.962 -5.344 7.936  -0.51
H9 -10.233 -6.198 8.286  0.29
H10 -9.215 -5.545 7.362  0.28
O6 -10.873 -3.217 11.368  -0.53
H11 -11.718 -3.220 11.828  0.29
H12 -10.261 -2.804 11.987  0.29

Entry 4:
Below is H12O12SV as an isolated structure in a non-equilibrium geometry, with properties calculated with ωB97M-V with the def2-TZVPD basis set.

Values from the calculation:
Kohn-Sham gap: 6.895 eV
ΔE to the lowest compared entry with this formula, charge and spin: 29.2 kcal per mole
E: -2252.4010 Eh
Net charge: -1

Each line ends with the Mulliken charge.
Geometry (Å):
O1 0.505 0.832 1.624  -0.67
V1 0.172 0.512 0.113  1.23
O2 -0.826 -0.710 0.282  -0.59
S1 1.789 2.817 -1.862  1.16
O3 1.421 1.755 -0.832  -0.37
O4 2.356 2.084 -3.011  -0.74
O5 0.499 3.481 -2.201  -0.75
O6 2.729 3.757 -1.243  -0.69
O7 0.072 -1.695 3.749  -0.62
H1 0.826 -1.593 3.159  0.31
H2 -0.434 -2.411 3.358  0.28
O8 1.391 -0.869 -1.218  -0.30
H3 2.340 -0.817 -1.366  0.25
H4 1.049 -1.525 -1.828  0.24
O9 -0.675 0.795 -2.088  -0.46
H5 -0.882 1.734 -2.208  0.28
H6 -0.370 0.490 -2.945  0.27
O10 -2.771 -2.418 1.782  -0.64
H7 -2.068 -1.776 1.942  0.33
H8 -3.417 -1.925 1.273  0.30
O11 0.659 -3.194 0.977  -0.60
H9 -0.085 -3.013 0.391  0.30
H10 0.376 -3.919 1.541  0.28
O12 -1.308 2.242 0.205  -0.37
H11 -2.100 2.326 -0.331  0.28
H12 -1.249 3.039 0.737  0.27

Entry 5:
Below is a 6-piece molecular cluster, H12O5S overall in a non-equilibrium geometry, with properties calculated with ωB97M-V with the def2-TZVPD basis set.

Values from the calculation:
Kohn-Sham gap: 9.918 eV
Structure (SMILES): O.O.O.O.O.S
ΔE to the lowest compared entry with this formula, charge and spin: 30.6 kcal per mole
E: -781.5374 Eh

Each line ends with the Mulliken charge.
Geometry (Å):
O1 -0.203 0.404 -0.052  -0.58
H1 0.040 0.296 -0.983  0.28
H2 -0.575 -0.466 0.156  0.30
O2 -0.099 -0.735 3.292  -0.62
H3 -0.275 -0.367 4.164  0.31
H4 -0.944 -1.125 3.047  0.31
O3 -1.658 2.947 2.431  -0.64
H5 -2.096 3.721 2.072  0.31
H6 -1.947 2.165 1.944  0.32
O4 -1.970 -4.708 -1.945  -0.64
H7 -1.146 -4.313 -2.262  0.31
H8 -2.440 -4.675 -2.802  0.32
O5 -2.159 1.835 -2.118  -0.61
H9 -2.690 1.742 -2.914  0.31
H10 -1.238 1.758 -2.371  0.30
S1 6.988 0.167 -0.535  -0.29
H11 5.957 0.249 -1.379  0.14
H12 6.455 1.105 0.256  0.15

Entry 6:
Below is a 6-piece molecular cluster, H12O6 overall in a non-equilibrium geometry, with properties calculated with ωB97M-V with the def2-TZVPD basis set.

Values from the calculation:
Kohn-Sham gap: 10.762 eV
Structure (SMILES): O.O.O.O.O.O
ΔE to the lowest compared entry with this formula, charge and spin: 39.1 kcal per mole
E: -458.6102 Eh

Each line ends with the Mulliken charge.
Geometry (Å):
O1 1.615 -1.130 -0.161  -0.71
H1 1.439 -0.691 0.743  0.46
H2 2.312 -1.751 -0.067  0.24
O2 -1.570 1.343 -0.882  -0.75
H3 -0.685 1.630 -0.615  0.43
H4 -1.566 0.406 -1.127  0.34
O3 0.736 0.262 1.912  -0.88
H5 0.813 1.082 1.186  0.44
H6 -0.244 -0.044 1.860  0.45
O4 -1.894 -0.278 1.401  -0.80
H7 -1.475 -0.854 0.576  0.41
H8 -2.218 0.616 0.931  0.42
O5 1.172 1.514 -0.526  -0.74
H9 1.655 2.423 -0.766  0.30
H10 1.610 0.636 -0.846  0.38
O6 -0.798 -1.641 -0.871  -0.71
H11 0.202 -1.456 -0.987  0.39
H12 -1.104 -2.067 -1.761  0.32

Entry 7:
Below is a 6-piece molecular cluster, H12O6 overall in a non-equilibrium geometry, with properties calculated with ωB97M-V with the def2-TZVPD basis set.

Values from the calculation:
Kohn-Sham gap: 10.884 eV
Structure (SMILES): O.O.O.O.O.O
ΔE to the lowest compared entry with this formula, charge and spin: 63.3 kcal per mole
E: -458.5716 Eh

Each line ends with the Mulliken charge.
Geometry (Å):
O1 -1.069 -0.430 -0.587  -0.61
H1 -1.582 0.331 -0.342  0.32
H2 -0.190 0.107 -0.686  0.29
O2 -3.140 3.861 0.646  -0.60
H3 -3.467 4.397 -0.016  0.31
H4 -2.253 3.749 0.209  0.30
O3 3.691 -1.361 -1.608  -0.61
H5 2.831 -1.077 -1.557  0.28
H6 4.116 -0.467 -1.500  0.33
O4 -4.580 -4.278 -0.036  -0.62
H7 -4.029 -4.595 0.674  0.32
H8 -4.290 -3.451 -0.267  0.30
O5 3.938 -1.659 1.934  -0.64
H9 2.911 -1.558 2.001  0.32
H10 3.938 -2.553 1.558  0.32
O6 1.369 3.079 -0.363  -0.63
H11 1.240 3.349 0.557  0.33
H12 0.567 2.558 -0.617  0.29

Entry 8:
Below is a 6-piece molecular cluster, H12O6 overall, with properties calculated with ωB97M-V with the def2-TZVPD basis set.

Values from the calculation:
Kohn-Sham gap: 11.287 eV
Structure (SMILES): O.O.O.O.O.O
ΔE to the lowest compared entry with this formula, charge and spin: 41.4 kcal per mole
E: -458.6065 Eh

Each line ends with the Mulliken charge.
Geometry (Å):
O1 0.810 0.879 1.562  -0.63
H1 1.219 1.715 1.811  0.31
H2 -0.116 1.104 1.417  0.32
O2 -2.550 -2.056 -1.574  -0.64
H3 -3.334 -1.498 -1.522  0.32
H4 -1.819 -1.430 -1.633  0.32
O3 -2.719 -2.022 1.324  -0.63
H5 -1.861 -2.460 1.327  0.32
H6 -3.264 -2.577 0.755  0.31
O4 3.266 -2.270 0.163  -0.64
H7 4.186 -2.525 0.292  0.32
H8 3.030 -2.664 -0.684  0.32
O5 -2.629 3.626 -0.148  -0.64
H9 -3.534 3.389 -0.379  0.32
H10 -2.479 4.458 -0.609  0.32
O6 4.312 1.528 -0.641  -0.64
H11 3.931 0.710 -0.979  0.33
H12 3.548 2.093 -0.479  0.31

Entry 9:
Below is a 6-piece molecular cluster, H12O6 overall, with properties calculated with ωB97M-V with the def2-TZVPD basis set.

Values from the calculation:
Kohn-Sham gap: 10.690 eV
Structure (SMILES): O.O.O.O.O.O
ΔE to the lowest compared entry with this formula, charge and spin: 38.1 kcal per mole
E: -458.6117 Eh

Each line ends with the Mulliken charge.
Geometry (Å):
O1 2.232 -1.439 9.811  -0.65
H1 1.662 -0.830 10.281  0.28
H2 1.649 -1.887 9.197  0.32
O2 3.547 -6.814 8.242  -0.61
H3 3.630 -5.930 7.884  0.31
H4 3.833 -6.732 9.152  0.30
O3 3.118 -4.224 9.613  -0.71
H5 3.042 -3.295 9.834  0.34
H6 2.264 -4.594 9.836  0.32
O4 5.757 -3.776 9.358  -0.63
H7 6.021 -2.923 9.703  0.30
H8 4.861 -3.895 9.672  0.41
O5 0.388 -6.238 7.831  -0.59
H9 0.907 -5.508 7.494  0.30
H10 -0.496 -6.075 7.504  0.30
O6 0.945 -2.788 12.689  -0.61
H11 1.879 -2.765 12.480  0.32
H12 0.574 -2.047 12.210  0.30

Entry 10:
Below is a 6-piece molecular cluster, H12O6 overall in a non-equilibrium geometry, with properties calculated with ωB97M-V with the def2-TZVPD basis set.

Values from the calculation:
Kohn-Sham gap: 10.715 eV
Structure (SMILES): O.O.O.O.O.O
ΔE to the lowest compared entry with this formula, charge and spin: 27.4 kcal per mole
E: -458.6289 Eh

Each line ends with the Mulliken charge.
Geometry (Å):
O1 0.691 1.222 -2.195  -0.72
H1 -0.084 1.750 -2.340  0.31
H2 1.358 1.454 -2.887  0.32
O2 0.796 0.474 0.439  -0.64
H3 1.042 0.789 -0.400  0.33
H4 -0.056 0.828 0.668  0.35
O3 0.308 -2.241 0.878  -0.71
H5 0.682 -1.433 0.507  0.39
H6 -0.521 -2.303 0.363  0.31
O4 -0.310 -0.519 3.164  -0.65
H7 0.306 0.187 2.950  0.31
H8 -0.033 -1.099 2.485  0.38
O5 0.368 -1.409 -2.471  -0.63
H9 0.393 -0.435 -2.463  0.40
H10 0.411 -1.692 -3.353  0.29
O6 -1.600 1.757 1.242  -0.73
H11 -2.247 1.003 1.204  0.36
H12 -1.505 1.667 2.210  0.33

Entry 11:
Below is a 6-piece molecular cluster, H12O6 overall, with properties calculated with ωB97M-V with the def2-TZVPD basis set.

Values from the calculation:
Kohn-Sham gap: 10.675 eV
Structure (SMILES): O.O.O.O.O.O
ΔE to the lowest compared entry with this formula, charge and spin: 26.3 kcal per mole
E: -458.6305 Eh

Each line ends with the Mulliken charge.
Geometry (Å):
O1 -0.393 -2.685 -1.210  -0.61
H1 0.209 -3.228 -1.728  0.28
H2 -1.135 -3.262 -1.002  0.30
O2 2.218 0.763 -0.827  -0.66
H3 2.559 1.467 -1.390  0.31
H4 2.996 0.302 -0.494  0.30
O3 -0.595 -1.650 2.325  -0.62
H5 0.147 -1.069 2.136  0.30
H6 -1.139 -1.558 1.537  0.32
O4 -0.588 0.099 -0.413  -0.63
H7 0.349 0.337 -0.461  0.31
H8 -0.648 -0.751 -0.873  0.35
O5 -3.153 1.514 -0.363  -0.62
H9 -2.245 1.285 -0.612  0.35
H10 -3.691 0.802 -0.716  0.29
O6 1.925 2.858 1.440  -0.64
H11 1.918 2.321 0.639  0.35
H12 1.265 2.455 2.012  0.32

Entry 12:
Below is a 6-piece molecular cluster, H12O6 overall, with properties calculated with ωB97M-V with the def2-TZVPD basis set.

Values from the calculation:
Kohn-Sham gap: 11.239 eV
Structure (SMILES): O.O.O.O.O.O
ΔE to the lowest compared entry with this formula, charge and spin: 30.4 kcal per mole
E: -458.6240 Eh

Each line ends with the Mulliken charge.
Geometry (Å):
O1 -2.797 -18.452 22.531  -0.64
H1 -2.987 -18.745 21.631  0.35
H2 -3.445 -17.753 22.707  0.35
O2 -3.554 -18.300 19.157  -0.63
H3 -4.071 -19.027 18.798  0.33
H4 -2.643 -18.581 19.077  0.28
O3 -3.628 -20.577 25.102  -0.64
H5 -4.139 -19.792 24.888  0.30
H6 -2.812 -20.455 24.607  0.33
O4 -5.004 -16.788 23.285  -0.67
H7 -5.555 -16.941 24.058  0.31
H8 -4.744 -15.863 23.343  0.32
O5 -1.384 -20.040 20.325  -0.61
H9 -1.213 -20.013 19.379  0.30
H10 -0.547 -19.785 20.724  0.31
O6 0.260 -17.164 22.535  -0.65
H11 0.676 -17.972 22.224  0.29
H12 -0.638 -17.429 22.774  0.35

Entry 13:
Below is a 6-piece molecular cluster, H12O6 overall in a non-equilibrium geometry, with properties calculated with ωB97M-V with the def2-TZVPD basis set.

Values from the calculation:
Kohn-Sham gap: 11.733 eV
Structure (SMILES): O.O.O.O.O.O
ΔE to the lowest compared entry with this formula, charge and spin: 15.4 kcal per mole
E: -458.6480 Eh

Each line ends with the Mulliken charge.
Geometry (Å):
O1 -0.106 2.437 -2.196  -0.68
H1 0.387 2.959 -1.528  0.32
H2 -0.934 2.307 -1.709  0.33
O2 -1.594 0.216 1.382  -0.69
H3 -2.222 0.318 2.093  0.26
H4 -1.386 -0.742 1.197  0.42
O3 -0.017 2.381 0.721  -0.63
H5 0.828 2.532 1.176  0.33
H6 -0.365 1.567 1.160  0.35
O4 -0.692 -2.414 1.472  -0.77
H7 -0.045 -2.668 0.768  0.45
H8 -0.190 -2.292 2.295  0.31
O5 0.999 -2.617 -0.531  -0.76
H9 1.748 -2.530 0.063  0.33
H10 0.982 -1.725 -0.982  0.47
O6 1.145 -0.202 -1.734  -0.73
H11 0.851 0.499 -1.154  0.39
H12 0.610 -0.026 -2.495  0.32

Entry 14:
Below is a 6-piece molecular cluster, H12O6 overall, with properties calculated with ωB97M-V with the def2-TZVPD basis set.

Values from the calculation:
Kohn-Sham gap: 11.115 eV
Structure (SMILES): O.O.O.O.O.O
ΔE to the lowest compared entry with this formula, charge and spin: 44.8 kcal per mole
E: -458.6011 Eh

Each line ends with the Mulliken charge.
Geometry (Å):
O1 -0.963 -0.290 -0.480  -0.64
H1 -0.060 0.046 -0.479  0.40
H2 -1.327 0.012 0.360  0.30
O2 3.165 0.331 1.892  -0.61
H3 3.654 -0.472 1.679  0.31
H4 2.247 0.103 1.708  0.31
O3 -2.342 -3.039 -0.986  -0.61
H5 -1.542 -3.534 -0.776  0.30
H6 -2.433 -3.135 -1.941  0.31
O4 -2.073 1.915 3.794  -0.64
H7 -1.473 1.172 3.664  0.31
H8 -2.932 1.501 3.935  0.33
O5 1.858 0.175 -0.362  -0.70
H9 1.644 -0.732 -0.609  0.35
H10 2.489 0.458 -1.033  0.29
O6 0.166 2.103 -3.706  -0.63
H11 0.585 1.275 -3.444  0.30
H12 -0.663 2.111 -3.215  0.33